Record 1
160
Properties=species:S:1:pos:R:3:forces:R:3:lowdin_charge:R:1 method="wB97M-V/def2-TZVPD" total_charge=-1 total_energy_ev=-157520.4958 orbital_gap_ev=8.8 multiplicity=1 e_above_lowest_kcal_mol=0.0
As 0.166 1.438 0.070 -1.3808 0.1892 -0.1649 0.7292
F 1.099 2.543 -0.856 0.2425 0.0553 -0.0790 -0.2259
F -1.101 2.611 0.223 -0.0950 0.0835 -0.0373 -0.2457
F -0.871 0.278 0.896 0.3912 0.0996 0.4417 -0.2611
F 1.389 0.225 -0.080 0.1829 -0.0821 0.1183 -0.2444
F 0.828 2.023 1.547 0.2449 -0.2560 0.2390 -0.2294
F -0.604 0.854 -1.393 0.2464 -0.0458 -0.3158 -0.2623
C -3.880 -0.036 -5.570 -0.0499 0.3268 0.2729 -0.0625
C -3.636 -0.843 -4.304 0.4712 -0.7161 -0.3594 -0.4441
C -4.860 -0.748 -3.417 -0.7379 0.2558 -0.1735 -0.2190
O -4.763 -1.125 -2.067 0.3110 -0.4605 0.0640 -0.1711
C -4.063 -0.201 -1.266 0.0781 0.1934 -0.0343 -0.1026
N -3.381 -2.247 -4.696 -0.7179 0.3929 0.4206 0.0535
H -2.951 0.061 -6.132 -0.0815 0.1157 -0.1438 0.0767
H -4.261 0.951 -5.298 0.3009 0.1328 -0.1493 0.0599
H -4.642 -0.484 -6.208 0.0691 -0.2674 0.0549 0.0828
H -2.745 -0.468 -3.784 -0.2193 0.3996 0.0920 0.1104
H -5.628 -1.393 -3.856 0.0341 -0.0251 0.0247 0.1339
H -5.247 0.282 -3.469 0.0899 0.0450 0.0599 0.1131
H -3.004 -0.136 -1.528 -0.0165 0.0973 -0.0159 0.0618
H -4.135 -0.523 -0.229 -0.0608 -0.1057 -0.0306 0.0807
H -4.518 0.796 -1.350 0.0699 0.0400 -0.0123 0.0849
H -3.230 -2.783 -3.848 0.3252 -0.1848 -0.1678 0.0635
H -2.573 -2.304 -5.301 0.1575 -0.1677 0.1711 0.0627
C 2.289 -0.607 2.974 0.5351 -0.9184 0.9228 -0.0791
O 2.155 -1.955 3.425 -0.0693 0.0978 -0.0884 -0.2230
C 1.016 -2.677 2.960 0.3942 0.2361 0.2714 -0.2005
C 1.190 -4.109 3.428 -0.5823 -0.3866 0.7879 -0.2114
N 1.961 -4.955 2.533 0.6737 0.3122 -0.0060 -0.0453
C 3.352 -4.533 2.336 0.2085 -0.8942 -0.5131 -0.1990
C 4.196 -4.404 3.588 0.3597 0.7393 -0.3417 -0.2363
O 4.114 -5.618 4.306 0.0287 0.0684 -0.2275 -0.1819
C 5.134 -5.779 5.245 -0.0631 -0.1064 1.1703 -0.1288
H 1.429 -0.005 3.271 -0.0859 0.1197 -0.3346 0.0669
H 2.532 -0.553 1.915 -0.4181 0.1169 -0.1379 0.0546
H 3.163 -0.285 3.544 -0.0657 0.4374 -0.1728 0.0935
H 0.956 -2.575 1.872 -0.1518 -0.1984 -0.0335 0.1093
H 0.107 -2.273 3.420 -0.0066 0.1146 -0.1643 0.1107
H 0.212 -4.568 3.618 -0.0701 0.0228 -0.6426 0.1192
H 1.563 -4.074 4.468 0.4490 0.2224 -0.2284 0.1216
H 2.085 -5.885 2.916 -0.6121 0.0176 0.1964 0.1037
H 3.459 -3.674 1.672 -0.2261 0.2807 0.3146 0.1140
H 3.794 -5.366 1.775 0.0398 0.1221 -0.0625 0.1196
H 3.928 -3.509 4.164 -0.2602 -0.3377 0.2928 0.1153
H 5.238 -4.229 3.277 -0.0151 -0.1262 -0.0585 0.1184
H 4.888 -5.306 6.210 -0.0490 0.2120 -0.2157 0.0878
H 6.102 -5.374 4.937 -0.0316 -0.0891 -0.3022 0.0833
H 5.231 -6.839 5.489 0.0581 -0.0329 -0.3186 0.0842
C 1.083 3.286 6.088 -0.5881 -0.2169 0.1700 -0.1186
O 0.647 4.451 5.441 0.0992 0.5182 -0.2418 -0.1871
C 0.446 4.230 4.057 1.1532 -1.3022 -0.2226 -0.2553
C -0.082 5.456 3.369 -1.3675 0.3539 1.0873 -0.1714
N -1.377 5.894 3.962 0.5846 -0.0023 -0.8992 -0.0575
C -2.396 4.866 3.951 -0.4659 -0.1074 0.5646 -0.2180
C -2.810 4.395 2.572 0.2521 -0.5351 -0.2100 -0.2165
O -3.962 3.583 2.759 -0.1652 0.2774 0.1535 -0.1728
C -4.731 3.513 1.606 -0.3604 -0.2939 -1.1634 -0.1436
H 0.273 2.541 6.063 0.1391 -0.0691 0.0909 0.0862
H 1.283 3.554 7.123 0.0980 -0.0819 0.0204 0.0860
H 1.968 2.828 5.633 0.0978 0.2162 -0.0720 0.0865
H -0.165 3.323 3.930 -0.4645 0.3650 -0.0896 0.1061
H 1.396 3.886 3.612 0.0560 0.4199 -0.0677 0.1216
H -0.252 5.257 2.313 0.3265 0.0307 -0.1026 0.0995
H 0.563 6.319 3.532 0.3991 -0.2144 -0.3609 0.1195
H -1.171 6.216 4.897 -0.2625 -0.1722 0.1398 0.0970
H -3.287 5.250 4.455 0.0183 0.1107 -0.1093 0.1230
H -2.131 3.953 4.506 0.0850 0.0941 0.0416 0.1160
H -2.036 3.761 2.124 0.0900 0.1022 -0.0394 0.1036
H -3.011 5.187 1.841 -0.0757 0.2989 0.3363 0.1147
H -5.116 4.489 1.268 0.0906 0.0829 0.2953 0.0779
H -5.592 2.856 1.741 0.0895 0.0190 0.3850 0.0879
H -4.183 3.103 0.740 0.1877 0.0140 0.2085 0.0810
C -1.086 -2.623 -0.807 0.7561 0.1182 1.3636 -0.0993
O -1.412 -3.957 -0.483 0.0668 -0.0522 -0.5154 -0.1930
C -0.224 -4.684 -0.150 -1.3894 -0.4458 -0.3219 -0.2066
C -0.610 -6.153 -0.157 -0.4553 0.5330 0.5937 -0.2115
N -0.862 -6.607 -1.516 0.9775 -0.0539 0.8707 -0.0566
C -1.818 -7.674 -1.670 -0.6521 0.5601 -1.2361 -0.2048
C -3.274 -7.204 -1.665 -0.4404 0.8047 0.3723 -0.2202
O -3.341 -6.042 -2.479 0.3354 -0.3305 -0.3041 -0.2029
C -4.639 -5.676 -2.816 -0.8724 0.2825 0.2571 -0.1283
H -0.420 -2.247 -0.010 -0.0594 0.1785 -0.1286 0.0673
H -1.974 -2.003 -0.733 -0.1401 -0.1042 -0.5518 0.0714
H -0.498 -2.530 -1.723 -0.4749 -0.0231 -0.2970 0.0717
H 0.046 -4.383 0.859 0.7066 0.0180 -0.1417 0.0906
H 0.517 -4.515 -0.940 0.3844 0.1888 0.3903 0.1328
H -1.519 -6.216 0.467 0.0464 -0.0459 -0.0115 0.1188
H 0.167 -6.692 0.396 0.0749 -0.3088 -0.4476 0.1094
H -1.115 -5.796 -2.064 -0.3063 -0.1695 -0.1376 0.0986
H -1.689 -8.481 -0.953 0.2693 -0.0277 0.0081 0.1177
H -1.669 -8.021 -2.699 0.0670 -0.5418 0.2246 0.1138
H -3.647 -6.904 -0.672 0.1590 -0.2468 0.0803 0.1202
H -3.969 -7.952 -2.067 0.2175 -0.2334 0.0601 0.1154
H -5.281 -5.501 -1.936 0.2700 -0.0247 0.0824 0.0919
H -5.171 -6.436 -3.410 0.2657 -0.0153 -0.1368 0.0855
H -4.609 -4.735 -3.363 0.0943 -0.1012 -0.1443 0.0738
C 4.371 1.905 -0.485 0.4699 0.5345 0.3606 -0.0853
O 5.342 1.141 0.223 0.1057 0.0173 -0.4401 -0.1939
C 5.143 -0.254 0.129 -0.2740 -0.2019 -0.3449 -0.2356
C 6.488 -0.937 0.331 -0.2840 0.3350 0.9392 -0.2113
N 7.546 -0.422 -0.517 0.1377 -0.4494 -0.5645 -0.0507
C 7.347 -0.711 -1.944 -0.0676 1.1327 0.0257 -0.1985
C 8.416 -0.039 -2.808 -0.1139 -0.9455 0.2377 -0.2388
O 8.194 1.332 -2.992 -0.0006 0.3942 -0.2417 -0.1832
C 8.683 2.217 -2.002 0.9884 -0.9017 0.1144 -0.1075
H 4.802 2.890 -0.685 0.1341 -0.0695 0.1073 0.0855
H 3.500 2.077 0.148 -0.3039 -0.2942 -0.3207 0.0688
H 4.152 1.467 -1.460 -0.3517 -0.1897 0.1385 0.0908
H 4.741 -0.530 -0.857 -0.0183 0.2205 0.0074 0.1055
H 4.398 -0.584 0.862 0.1322 -0.1049 0.0922 0.1027
H 6.357 -2.018 0.250 0.1678 -0.0238 -0.2370 0.1167
H 6.780 -0.738 1.369 0.0848 -0.1131 -0.0453 0.1158
H 7.470 0.586 -0.443 0.1564 0.0516 0.2333 0.0741
H 6.419 -0.226 -2.285 -0.1654 -0.4815 -0.1876 0.1161
H 7.310 -1.780 -2.155 0.0226 -0.0596 0.2254 0.1207
H 8.353 -0.512 -3.790 0.0818 0.2105 -0.1116 0.1184
H 9.414 -0.244 -2.400 0.0094 0.1300 0.0414 0.1199
H 9.250 3.002 -2.505 -0.6375 0.4721 0.0397 0.0847
H 9.462 1.734 -1.389 -0.3142 -0.1688 0.0423 0.0885
H 7.881 2.530 -1.336 0.0271 0.4806 -0.1191 0.0812
C -5.091 5.611 -1.768 -0.8793 0.1534 0.2651 -0.0947
O -5.328 5.380 -3.143 0.0014 0.0136 -0.1623 -0.1720
C -4.982 4.077 -3.521 -0.6176 -1.8226 -0.3667 -0.2446
C -3.520 3.694 -3.323 0.0030 0.6564 0.4011 -0.2184
N -2.641 4.758 -3.807 -0.2395 -0.3271 0.3079 -0.0406
C -1.302 4.677 -3.234 0.1725 0.7003 -0.1522 -0.1945
C -1.181 5.128 -1.790 0.9815 -0.6266 -0.1848 -0.2440
O -1.375 6.530 -1.730 -0.5300 -0.1626 0.1467 -0.1880
C -1.556 6.991 -0.411 -0.4177 0.3595 -0.1563 -0.1074
H -5.420 4.765 -1.149 0.5289 -0.2619 -0.1755 0.0821
H -5.775 6.395 -1.428 0.3118 0.3281 -0.3374 0.0938
H -4.055 5.903 -1.595 0.0300 -0.1484 0.2740 0.0692
H -5.305 3.821 -4.537 0.2553 1.1043 -0.2730 0.1198
H -5.620 3.340 -2.992 0.3123 0.2397 0.5025 0.1152
H -3.290 2.775 -3.864 -0.1267 -0.1100 0.0621 0.1088
H -3.386 3.499 -2.245 0.1956 -0.1136 -0.1024 0.1005
H -3.045 5.644 -3.520 0.0326 0.0655 -0.2157 0.0911
H -0.674 5.368 -3.806 0.1335 -0.2710 -0.0900 0.1180
H -0.906 3.664 -3.327 -0.0260 -0.0060 -0.0695 0.1198
H -0.150 4.938 -1.459 -0.0790 -0.2169 0.0366 0.1205
H -1.810 4.498 -1.147 -0.3303 0.6006 0.1774 0.0985
H -2.605 6.872 -0.107 0.1084 -0.1808 0.1691 0.0726
H -1.355 8.063 -0.408 0.1436 -0.0444 0.0384 0.0877
H -0.906 6.486 0.309 0.0635 -0.0218 -0.0288 0.0772
C -2.645 -0.671 4.069 -0.4043 0.5263 -0.0541 -0.6988
O -3.272 -0.937 5.073 -0.1085 -0.3328 0.3793 0.0195
N -3.124 -0.825 2.805 0.1763 -0.1761 -0.4805 0.1658
N -1.409 -0.098 4.077 0.9882 0.2729 -0.0851 0.1561
H -2.514 -0.598 2.038 -0.2301 0.0509 -0.2104 0.0590
H -4.099 -0.972 2.638 -0.0341 -0.0889 0.1659 0.0991
H -0.826 -0.133 4.892 -0.2701 -0.0826 0.2165 0.0979
H -0.953 0.160 3.217 -0.0753 -0.0547 -0.0369 0.0568
C 1.157 -1.470 -3.706 -0.8164 -0.2750 0.6048 -0.6858
O 1.569 -2.233 -4.562 0.2470 0.1014 -0.2752 0.0101
N 1.792 -1.261 -2.512 -0.1364 0.0216 -0.8624 0.1653
N -0.068 -0.844 -3.792 0.8917 -0.2487 0.0096 0.1562
H 2.622 -1.808 -2.391 0.0955 0.1464 0.3729 0.0985
H 1.387 -0.663 -1.811 0.4000 -0.1744 0.1959 0.0451
H -0.552 -0.973 -4.658 -0.2099 0.2519 0.0524 0.0830
H -0.348 -0.222 -3.052 -0.3403 0.1661 -0.2786 0.0537



Record 2
42
Properties=species:S:1:pos:R:3:forces:R:3:lowdin_charge:R:1 method="wB97M-V/def2-TZVPD" s_squared=2.02 total_energy_ev=-33915.5984 orbital_gap_ev="5.7 / 6.6" multiplicity=3 e_above_lowest_kcal_mol=9.6
C -0.720 0.462 -5.574 -2.1008 0.4457 0.6015 -0.1522
C -1.474 1.624 -5.397 0.8159 -1.3304 -0.1023 -0.1111
C -0.554 2.684 -5.068 0.8091 -0.7882 -0.3920 -0.0664
C 0.776 2.156 -5.058 -0.6015 -0.6495 -0.0102 -0.1436
C 0.669 0.778 -5.310 1.5196 1.2072 0.1473 -0.1620
Au 0.450 -2.040 -3.770 0.4737 0.9559 -0.8776 0.1950
P -0.124 -3.727 -2.448 0.5883 0.7041 0.4048 0.5034
H -1.144 -0.557 -5.682 0.4961 0.8641 -0.1377 0.0624
H -2.552 1.719 -5.398 0.1562 -0.0822 -0.1593 0.0867
H -0.835 3.700 -4.889 -0.0536 0.3941 0.1359 0.0887
H 1.517 0.058 -5.260 -0.9301 0.5904 -0.1885 0.0417
H 1.679 2.723 -4.855 -0.1751 -0.2016 -0.0551 0.0865
H 1.063 -4.455 -2.783 -1.0379 -0.4746 0.6570 -0.1105
H -1.330 -4.284 -2.882 0.2203 -0.7210 0.4675 -0.1289
H -0.138 -3.416 -1.053 -0.1345 -0.9550 -0.4080 -0.1211
C -1.587 -2.220 4.187 -0.0926 -0.2218 -0.1496 -0.0793
C -0.273 -1.506 4.332 0.9784 0.6422 -0.2331 -0.2043
N -0.020 -0.457 3.306 -0.4584 -0.1166 -0.0115 -0.0532
C -0.344 0.910 3.740 -0.0777 -0.1239 0.1514 -0.2186
C 0.718 1.474 4.685 0.0797 0.0764 -0.1413 -0.0843
C 0.188 -0.889 2.025 -0.0725 -1.0822 0.2080 -0.3842
O 0.210 -2.112 1.777 0.0463 1.5466 0.1517 0.0148
C 0.411 0.086 0.896 0.2687 0.1048 -0.5438 -0.0882
C 1.053 1.349 0.987 -0.1815 -0.4655 -0.0601 -0.0238
C 1.291 2.109 -0.158 -0.4087 -0.7213 -0.2414 -0.0389
C 0.950 1.516 -1.384 0.1874 0.5961 0.9155 -0.1380
N 0.411 0.319 -1.477 -0.8653 -0.9144 -0.4293 0.0496
C 0.084 -0.392 -0.394 0.8067 0.9968 0.4170 -0.0827
H -2.425 -1.527 4.161 -0.0840 0.0682 -0.0285 0.0759
H -1.718 -2.883 5.038 -0.1003 -0.0959 0.0889 0.0763
H -1.570 -2.819 3.280 -0.1709 0.0028 -0.0382 0.0682
H -0.225 -0.985 5.295 0.0768 -0.2055 -0.1371 0.1057
H 0.567 -2.213 4.271 -0.3214 0.1457 0.1209 0.1280
H -0.472 1.574 2.877 -0.0953 -0.3549 0.2394 0.1035
H -1.303 0.876 4.290 0.2262 0.0115 -0.3800 0.1240
H 1.713 1.399 4.224 -0.1952 0.0763 0.1562 0.0744
H 0.500 2.531 4.894 0.0980 -0.2765 0.0373 0.0799
H 0.741 0.923 5.635 0.0342 0.1957 -0.2429 0.0683
H 1.395 1.717 1.952 -0.1060 -0.0684 -0.1836 0.0967
H 1.713 3.113 -0.141 0.0050 -0.3603 0.1708 0.1059
H 1.108 2.047 -2.312 0.1030 -0.0272 -0.1764 0.0857
H -0.397 -1.366 -0.559 0.2737 0.6123 0.2564 0.0700